Entry 1:
The following is a quantum chemistry calculation of an isolated ion of composition C6H11FN and charge +1, from the Open Molecules 2025 dataset.

Cartesian coordinates (Å):
C1 0.42 1.48 1.61
C2 -0.69 0.62 1.62
C3 -0.79 -0.59 0.58
C4 -1.24 0.12 -0.77
C5 0.07 0.21 -1.71
C6 1.16 -0.67 -0.93
F1 2.19 0.23 -0.59
N1 0.48 -1.32 0.25
H1 0.29 2.54 1.27
H2 1.46 1.15 1.87
H3 -1.52 0.77 2.36
H4 -1.57 -1.24 1.07
H5 -2.15 -0.37 -1.21
H6 -1.46 1.19 -0.47
H7 -0.01 -0.29 -2.72
H8 0.37 1.29 -1.78
H9 1.69 -1.44 -1.55
H10 1.13 -1.40 1.05
H11 0.19 -2.29 0.07

Summary:
LUMO ... -4.12 eV
Energy above the lowest of the compared OMol25 structures with the same formula, charge and spin ... 2.4120 eV
Highest occupied orbital energy ... -12.28 eV
Charge ... +1

***

Entry 2:
The following is a quantum chemistry calculation of one molecule with the formula C6H11FN2, from the Open Molecules 2025 dataset.

Cartesian coordinates (Å):
C1 0.54 -2.40 -0.14
C2 -0.09 -1.04 -0.31
C3 -1.38 -0.73 -0.15
F1 -2.47 -1.49 0.03
N1 -1.67 0.60 -0.47
C4 -2.76 1.41 0.13
N2 -0.40 1.25 -0.38
C5 0.64 0.20 -0.72
C6 1.96 0.59 -0.06
H1 1.03 -2.98 -0.99
H2 -0.16 -3.17 0.36
H3 1.45 -2.13 0.45
H4 -2.38 2.21 0.93
H5 -3.29 1.95 -0.54
H6 -3.44 0.68 0.59
H7 -0.35 1.60 0.57
H8 0.65 0.25 -1.85
H9 1.71 0.63 0.97
H10 2.23 1.55 -0.38
H11 2.73 -0.17 -0.05

Summary:
LUMO ... 1.02 eV
Energy above the lowest of the compared OMol25 structures with the same formula, charge and spin ... 2.0220 eV
Highest occupied orbital energy ... -7.64 eV

***

Entry 3:
The following is a quantum chemistry calculation of one molecule with the formula C6H11FN2, from the Open Molecules 2025 dataset.

Cartesian coordinates (Å):
C1 1.41 -0.92 -0.26
C2 0.34 2.17 -1.21
C3 0.10 -0.69 0.51
C4 0.87 3.52 -1.33
C5 -2.00 -1.84 1.31
C6 -0.71 -1.99 0.52
N1 -0.13 1.36 -0.50
N2 -0.70 0.36 -0.09
F1 2.32 0.08 -0.01
H1 1.22 -0.92 -1.34
H2 1.88 -1.86 0.04
H3 0.36 -0.41 1.54
H4 1.94 3.48 -1.16
H5 0.42 4.20 -0.59
H6 0.69 3.92 -2.32
H7 -1.80 -1.52 2.32
H8 -2.54 -2.79 1.34
H9 -2.63 -1.10 0.82
H10 -0.94 -2.26 -0.51
H11 -0.09 -2.78 0.95

Summary:
LUMO ... 0.77 eV
Energy above the lowest of the compared OMol25 structures with the same formula, charge and spin ... 2.2045 eV
Highest occupied orbital energy ... -7.94 eV

***

Entry 4:
The following is a quantum chemistry calculation of one molecule with the formula C6H11FN2O5S, from the Open Molecules 2025 dataset.

Cartesian coordinates (Å):
C1 1.87 -0.83 0.87
N1 1.59 0.43 0.12
C2 2.82 1.10 -0.38
C3 0.58 0.24 -0.93
O1 0.74 -0.74 -1.72
C4 -0.68 1.18 -1.21
C5 -1.71 1.32 0.00
N2 -1.06 1.74 1.29
O2 -2.65 0.20 0.15
C6 -2.07 -0.94 0.72
O3 -1.77 -1.12 1.91
S1 -1.75 -2.43 -0.42
O4 -2.72 -3.48 0.07
O5 -2.10 -2.11 -1.84
F1 -0.22 -3.06 -0.20
H1 2.17 -1.70 0.18
H2 2.70 -0.66 1.63
H3 0.87 -1.14 1.36
H4 3.20 1.77 0.49
H5 3.66 0.32 -0.53
H6 2.67 1.78 -1.28
H7 -0.31 2.24 -1.47
H8 -1.29 0.84 -2.13
H9 -2.38 2.23 -0.27
H10 -1.80 1.80 2.00
H11 -0.36 1.04 1.59

Summary:
LUMO ... -1.46 eV
Highest occupied orbital energy ... -9.46 eV

***

Entry 5:
The following is a quantum chemistry calculation of a 2-piece molecular cluster, C6H11FNO3 overall, from the Open Molecules 2025 dataset.

Cartesian coordinates (Å):
F1 1.18 -1.71 -0.78
C1 0.43 -0.63 -0.44
C2 -1.09 -0.96 -0.60
C3 -1.84 0.36 -0.96
N1 -1.25 1.45 -0.14
C4 0.15 1.80 -0.52
C5 0.83 0.62 -1.26
H1 0.56 -0.33 0.62
H2 -1.52 -1.28 0.36
H3 -1.24 -1.70 -1.38
H4 -2.88 0.22 -0.64
H5 -1.78 0.58 -2.03
H6 -1.90 2.25 -0.19
H7 -1.23 1.13 0.85
H8 0.21 2.73 -1.10
H9 0.69 1.90 0.43
H10 1.91 0.76 -1.15
H11 0.55 0.54 -2.31
C6 2.03 -1.96 2.83
O1 1.10 -2.69 3.28
O2 1.81 -0.78 2.31
O3 3.27 -2.31 2.80

Summary:
LUMO ... 1.58 eV
Highest occupied orbital energy ... -0.69 eV
Charge ... -1

***

Entry 6:
The following is a quantum chemistry calculation of C6H11FNiO4S as an isolated structure, from the Open Molecules 2025 dataset.

Cartesian coordinates (Å):
C1 -1.07 0.73 3.54
C2 -1.35 -0.49 2.47
C3 -0.23 -0.33 1.33
C4 1.14 -1.06 1.93
O1 -0.54 -0.97 0.07
S1 0.08 0.06 -1.16
O2 1.56 0.33 -0.93
O3 0.05 -0.77 -2.65
C5 -0.46 0.27 -3.59
C6 0.32 0.27 -5.00
O4 0.07 1.22 -5.79
F1 1.30 -0.71 -5.35
H1 -1.06 0.27 4.59
H2 -0.02 1.15 3.30
H3 -1.83 1.59 3.42
H4 -1.27 -1.48 3.07
H5 -2.43 -0.36 2.11
H6 -0.01 0.78 1.15
H7 0.96 -1.52 2.97
H8 1.93 -0.21 1.97
H9 1.53 -1.82 1.15
H10 -1.59 0.09 -3.68
H11 -0.23 1.30 -3.10
Ni1 3.14 1.65 -1.83

Summary:
LUMO (spin up / spin down) ... -9.00 / -13.07 eV
Energy above the lowest of the compared OMol25 structures with the same formula, charge and spin ... 3.5259 eV
2S+1 ... 3
Highest occupied orbital energy (spin up / spin down) ... -17.63 / -17.63 eV
Charge ... +2